Entry 1:
{
  "formula": "C4H10NOP",
  "method": "ωB97M-V/def2-TZVPD",
  "energy_ev": -17131.181,
  "de_lowest_kj_mol": 199.3,
  "total_charge": 0,
  "homo_ev": [-5.61, -9.63],
  "gap_ev": [6.38, 6.72],
  "spin_multiplicity": 3,
  "species": ["C", "C", "C", "C", "N", "O", "P", "H", "H", "H", "H", "H", "H", "H", "H", "H", "H"],
  "coordinates": [[1.617, 1.897, 0.991], [-2.140, 0.558, -0.694], [1.691, -1.693, 0.168], [-1.139, -0.541, -0.272], [0.919, 0.888, 0.956], [0.923, 0.592, -1.946], [0.589, 0.058, -0.626], [1.739, 2.325, 2.001], [2.077, 2.234, 0.069], [-1.824, 1.499, -0.300], [-2.169, 0.710, -1.772], [-3.253, 0.330, -0.341], [2.241, -1.012, 0.861], [1.161, -2.535, 0.688], [2.309, -2.009, -0.674], [-1.216, -1.594, -0.631], [-1.078, -0.444, 0.831]]
}

=====

Entry 2:
{
  "formula": "C4H10NOS",
  "method": "ωB97M-V/def2-TZVPD",
  "energy_ev": -18680.381,
  "de_lowest_kj_mol": 454.9,
  "total_charge": -1,
  "homo_ev": -2.51,
  "gap_ev": 5.50,
  "spin_multiplicity": 1,
  "species": ["C", "O", "C", "C", "C", "S", "N", "H", "H", "H", "H", "H", "H", "H", "H", "H", "H"],
  "coordinates": [[1.899, 0.460, 0.034], [2.921, -0.256, 0.521], [0.613, -0.367, 0.188], [-0.390, 0.547, -0.346], [-1.788, 0.018, -0.261], [-2.984, 0.871, 0.949], [0.736, -1.415, -0.800], [1.613, 1.351, 0.876], [2.147, 1.056, -0.996], [0.454, -0.675, 1.174], [-0.313, 1.544, 0.129], [-0.100, 0.683, -1.378], [-1.922, -0.959, 0.251], [-2.267, -0.054, -1.301], [-2.860, 1.121, 2.307], [1.756, -1.579, -1.019], [0.486, -2.348, -0.327]]
}

=====

Entry 3:
{
  "formula": "C4H10NOS2",
  "method": "ωB97M-V/def2-TZVPD",
  "energy_ev": -29514.417,
  "de_lowest_kj_mol": 359.3,
  "total_charge": -1,
  "homo_ev": [-2.42, -2.41],
  "gap_ev": [5.78, 5.77],
  "spin_multiplicity": 1,
  "species": ["C", "C", "C", "C", "N", "O", "S", "S", "H", "H", "H", "H", "H", "H", "H", "H", "H", "H"],
  "coordinates": [[-0.233, -1.832, 0.239], [0.676, -1.092, -0.734], [1.627, -0.301, 0.058], [1.387, 1.046, 0.608], [-0.587, 1.764, 0.344], [-1.034, 2.070, 1.517], [2.333, 1.190, -0.818], [-2.609, 0.370, -1.323], [-1.035, -2.478, -0.171], [-0.710, -1.050, 0.944], [0.193, -2.510, 0.972], [0.077, -0.344, -1.397], [1.269, -1.741, -1.331], [2.417, -0.755, 0.574], [1.692, 1.481, 1.562], [-0.229, 2.601, -0.110], [-1.659, 0.875, -0.479], [-3.575, 0.708, -0.455]]
}

=====

Entry 4:
{
  "formula": "C4H10NOS2",
  "method": "ωB97M-V/def2-TZVPD",
  "energy_ev": -29514.724,
  "de_lowest_kj_mol": 35.0,
  "total_charge": 0,
  "homo_ev": [-8.60, -8.55],
  "gap_ev": [9.28, 6.36],
  "spin_multiplicity": 2,
  "species": ["S", "S", "C", "C", "C", "O", "N", "C", "H", "H", "H", "H", "H", "H", "H", "H", "H", "H"],
  "coordinates": [[-2.636, -2.280, -1.736], [-0.750, -1.203, -1.606], [-1.380, -0.107, -0.264], [-0.232, 0.771, 0.201], [0.804, 0.885, -0.912], [0.837, -0.232, -1.758], [0.432, 0.036, 1.338], [1.855, 0.002, 1.719], [-3.508, -1.411, -2.291], [-1.926, -0.606, 0.532], [-2.177, 0.465, -0.758], [-0.423, 1.761, 0.617], [0.791, 1.720, -1.640], [1.726, 1.107, -0.362], [0.101, -0.921, 1.373], [1.853, -0.108, 2.814], [2.316, -0.846, 1.201], [2.316, 0.966, 1.532]]
}

=====

Entry 5:
{
  "formula": "C4H10NP",
  "method": "ωB97M-V/def2-TZVPD",
  "energy_ev": -15084.568,
  "de_lowest_kj_mol": 359.9,
  "total_charge": 0,
  "homo_ev": -8.38,
  "gap_ev": 8.99,
  "spin_multiplicity": 1,
  "species": ["C", "C", "C", "C", "N", "P", "H", "H", "H", "H", "H", "H", "H", "H", "H", "H"],
  "coordinates": [[-1.781, 0.025, -0.632], [-0.743, -0.359, 0.108], [-3.216, -0.222, -0.359], [1.673, 1.095, -0.283], [1.217, -0.198, -0.558], [2.210, -1.388, 0.267], [-1.461, 0.510, -1.534], [-0.724, -0.925, 1.077], [-3.768, 0.721, -0.224], [-3.676, -0.835, -1.184], [-3.368, -0.888, 0.474], [1.316, 1.542, 0.713], [2.866, 1.173, -0.344], [1.272, 1.756, -1.133], [2.142, -0.681, 1.503], [1.132, -2.166, 0.598]]
}

=====

Entry 6:
{
  "formula": "C4H10NPS2",
  "method": "ωB97M-V/def2-TZVPD",
  "energy_ev": -36756.497,
  "de_lowest_kj_mol": 233.6,
  "total_charge": 0,
  "homo_ev": -6.42,
  "gap_ev": 4.79,
  "spin_multiplicity": 1,
  "species": ["C", "C", "C", "C", "N", "P", "S", "S", "H", "H", "H", "H", "H", "H", "H", "H", "H", "H"],
  "coordinates": [[-0.126, -2.442, -0.753], [-1.097, -3.141, 0.281], [0.900, 1.649, 1.035], [0.083, 3.033, -0.808], [0.287, 1.764, -0.262], [-0.050, 0.363, -1.138], [0.464, -1.043, 0.234], [-0.154, -3.269, 1.869], [0.670, -3.110, -1.114], [-0.761, -2.074, -1.460], [-1.853, -2.421, 0.531], [-1.585, -4.037, 0.062], [0.159, 1.191, 1.758], [1.858, 1.010, 1.079], [1.029, 2.726, 1.462], [-0.792, 3.364, -0.320], [1.019, 3.589, -0.580], [-0.049, 2.848, -1.876]]
}

=====

Repeat the fifth record exactly.
{
  "formula": "C4H10NP",
  "method": "ωB97M-V/def2-TZVPD",
  "energy_ev": -15084.568,
  "de_lowest_kj_mol": 359.9,
  "total_charge": 0,
  "homo_ev": -8.38,
  "gap_ev": 8.99,
  "spin_multiplicity": 1,
  "species": ["C", "C", "C", "C", "N", "P", "H", "H", "H", "H", "H", "H", "H", "H", "H", "H"],
  "coordinates": [[-1.781, 0.025, -0.632], [-0.743, -0.359, 0.108], [-3.216, -0.222, -0.359], [1.673, 1.095, -0.283], [1.217, -0.198, -0.558], [2.210, -1.388, 0.267], [-1.461, 0.510, -1.534], [-0.724, -0.925, 1.077], [-3.768, 0.721, -0.224], [-3.676, -0.835, -1.184], [-3.368, -0.888, 0.474], [1.316, 1.542, 0.713], [2.866, 1.173, -0.344], [1.272, 1.756, -1.133], [2.142, -0.681, 1.503], [1.132, -2.166, 0.598]]
}

=====

> What is the formula in the sixth record?

C4H10NPS2